C15H22N2O2S | ωB97M-V/def2-TZVPD

```
! wB97M-V def2-TZVPD RIJCOSX def2/J DEFGRID3
* xyz 0 1
O -1.154 -1.808 -0.094
C -1.213 -0.595 -0.026
N -2.294 0.124 -0.520
C -3.238 -0.627 -1.335
C -4.321 -1.282 -0.475
O -4.989 -0.316 0.311
C -4.081 0.359 1.146
C -2.984 1.072 0.340
N -0.213 0.168 0.538
C 0.765 -0.576 1.324
C 1.963 -1.065 0.575
C 2.027 -2.097 -0.308
C 3.323 -2.295 -0.837
C 4.229 -1.415 -0.343
S 3.519 -0.321 0.778
C 0.163 1.434 -0.075
C 0.964 2.384 0.821
C 1.575 3.348 -0.190
C 2.065 2.412 -1.296
C 1.012 1.297 -1.366
H -2.687 -1.390 -1.884
H -3.697 0.078 -2.035
H -5.083 -1.750 -1.098
H -3.857 -2.040 0.171
H -4.666 1.082 1.717
H -3.607 -0.356 1.839
H -2.285 1.533 1.036
H -3.439 1.840 -0.294
H 1.076 0.049 2.165
H 0.229 -1.446 1.715
H 1.165 -2.684 -0.569
H 3.566 -3.062 -1.550
H 5.275 -1.335 -0.561
H -0.763 1.941 -0.353
H 0.338 2.877 1.564
H 1.769 1.857 1.330
H 2.379 3.944 0.237
H 0.809 4.023 -0.575
H 2.181 2.927 -2.248
H 3.033 1.997 -1.014
H 1.476 0.315 -1.422
H 0.373 1.405 -2.241
*
```

Output
E_tot = -1242.956869 hartree
Lowest unoccupied orbital energy = 0.71 eV
Energy relative to the best compared isomer or geometry (same formula, charge and spin) = 27.0 kcal per mole
SMILES = O=C(N1CCOCC1)N(Cc1cccs1)C1CCCC1

Table of Mulliken atomic charges, one value per atom, all in e: number 1, O, carries -0.64; number 2, C, carries 0.22; number 3, N, carries 0.14; number 4, C, carries -0.76; number 5, C, carries -0.49; number 6, O, carries -0.43; number 7, C, carries -0.65; number 8, C, carries -0.53; number 9, N, carries 0.42; number 10, C, carries -1.53; number 11, C, carries 0.12; number 12, C, carries -0.24; number 13, C, carries -0.55; number 14, C, carries -0.44; number 15, S, carries -0.13; number 16, C, carries 0.08; number 17, C, carries -0.90; number 18, C, carries -0.69; number 19, C, carries -0.61; number 20, C, carries -0.77; number 21, H, carries 0.47; number 22, H, carries 0.39; number 23, H, carries 0.38; number 24, H, carries 0.29; number 25, H, carries 0.38; number 26, H, carries 0.33; number 27, H, carries 0.34; number 28, H, carries 0.33; number 29, H, carries 0.58; number 30, H, carries 0.63; number 31, H, carries 0.50; number 32, H, carries 0.42; number 33, H, carries 0.47; number 34, H, carries 0.59; number 35, H, carries 0.24; number 36, H, carries 0.30; number 37, H, carries 0.43; number 38, H, carries 0.32; number 39, H, carries 0.37; number 40, H, carries 0.19; number 41, H, carries -0.02; number 42, H, carries 0.45